1.
{
  "formula": "C9H15N2P",
  "method": "ωB97M-V/def2-TZVPD",
  "symbols": ["C", "C", "C", "C", "C", "C", "C", "C", "C", "N", "N", "P", "H", "H", "H", "H", "H", "H", "H", "H", "H", "H", "H", "H", "H", "H", "H"],
  "coordinates": [[-3.041842, -0.819790, -2.124357], [-3.810327, -0.386679, -0.972722], [-1.842287, -1.300517, -1.674442], [-3.062390, -0.579411, 0.133166], [-1.689602, -1.106455, -0.251989], [1.233032, -0.126920, 1.297601], [2.742156, -0.172483, 0.953510], [-0.288241, 1.954024, 1.273593], [3.874679, 0.132775, -1.041629], [0.551351, 0.956404, 0.559566], [2.767767, 0.370339, -0.414352], [1.505214, 1.412340, -0.823816], [-3.354222, -0.806848, -3.191189], [-4.823599, -0.077524, -1.033558], [-1.022627, -1.647820, -2.225160], [-1.410569, -1.985843, 0.252653], [-0.851177, -0.383852, -0.052910], [0.706892, -1.189890, 1.140644], [1.028327, 0.178110, 2.378906], [3.393824, 0.400647, 1.611699], [3.193253, -1.095917, 0.976445], [-0.080945, 1.734602, 2.330498], [0.026803, 2.910946, 1.031270], [-1.337339, 1.890492, 1.022250], [4.255545, 0.504380, -1.986924], [4.575484, -0.527772, -0.346655], [-3.239160, -0.237339, 1.177900]],
  "forces_ev_per_angstrom": [[1.27, -1.00, -0.76], [0.65, -0.59, 0.46], [-1.32, 0.96, -1.32], [0.75, 0.92, 1.28], [-1.03, 1.69, 0.41], [-1.85, -0.60, 1.87], [-2.31, 2.10, 0.36], [1.09, -2.68, 0.41], [3.31, -2.56, 1.67], [0.45, -0.56, -0.30], [0.30, 1.10, -0.02], [-0.70, 0.16, -0.14], [0.15, 0.04, 1.04], [-0.61, 0.49, 0.14], [0.78, -0.54, -1.12], [0.23, -1.39, 0.87], [-0.83, -0.19, -0.14], [1.21, 2.15, 0.13], [0.68, -0.98, -1.07], [-0.34, 0.72, -0.11], [0.39, -2.50, -0.25], [-0.62, 0.53, -0.05], [0.77, 2.03, -0.34], [-0.36, -0.40, 0.07], [-0.66, 0.14, 0.17], [-1.07, 1.46, -2.24], [-0.33, -0.50, -0.99]],
  "lumo_ha": [0.0122, 0.0122],
  "e_tot_ha": -802.6289,
  "homo_energy_ev": [-6.129, -6.129],
  "gap_ev": [6.46, 6.46],
  "charge": 0,
  "relative_energy_kcal_mol": 49.1
}



2.
{
  "formula": "C9H15N3O2Si",
  "method": "ωB97M-V/def2-TZVPD",
  "symbols": ["C", "C", "C", "C", "C", "C", "C", "C", "C", "N", "N", "N", "O", "O", "Si", "H", "H", "H", "H", "H", "H", "H", "H", "H", "H", "H", "H", "H", "H", "H"],
  "coordinates": [[-0.338170, -2.564677, -0.091878], [-0.581975, -1.292893, 0.053862], [1.121721, -0.544442, 0.997514], [1.622376, -3.002336, 1.154694], [2.436217, 1.481692, 1.591295], [2.612924, 2.850360, 1.092995], [-3.158667, -1.121597, -1.464110], [-0.720681, 0.396561, -2.551662], [-1.909454, 1.432306, 0.124356], [0.561922, -3.350259, 0.510411], [1.831842, -1.480320, 1.480030], [1.351767, 0.828476, 0.960203], [2.588607, -3.652979, 1.518266], [2.958450, 0.982722, 2.523141], [-1.672006, -0.123650, -0.943072], [-1.209816, -3.235161, -0.436055], [3.281172, 2.967446, 0.259281], [2.893601, 3.643824, 1.853135], [1.705884, 3.307664, 0.718852], [-2.848143, -2.199753, -1.480450], [-3.909566, -1.026737, -0.561801], [-3.503899, -0.843146, -2.360542], [-1.480209, 0.750101, -3.266642], [-0.047305, 1.055364, -2.145812], [-0.288226, -0.495771, -2.922325], [-1.519750, 2.388691, -0.298040], [-3.057090, 1.646613, -0.093575], [-1.943781, 1.378682, 1.296183], [2.748201, -1.394564, 1.928061], [0.474055, 1.217780, 0.553685]],
  "forces_ev_per_angstrom": [[-1.76, -3.38, 1.51], [2.62, 4.37, 0.77], [-3.30, -0.02, -1.94], [1.34, 0.24, 0.08], [-2.36, 0.97, -0.39], [0.20, 3.10, 0.54], [0.62, -1.65, 5.81], [-3.44, -1.46, 0.96], [-3.31, 0.84, 0.67], [0.33, -1.19, -0.59], [0.67, -0.93, -0.02], [-1.82, -2.65, -0.76], [-0.68, 0.62, 0.17], [1.63, -1.05, 1.07], [1.67, -0.12, -0.19], [1.17, 1.29, -0.32], [0.63, -0.39, -0.28], [0.22, -1.53, -0.43], [-0.66, -0.49, -0.24], [-0.32, 0.93, -0.11], [0.97, -0.23, -2.06], [-1.71, 1.09, -3.21], [0.67, 0.44, 0.18], [1.89, 1.96, 0.03], [0.71, -0.76, -0.47], [0.32, -0.73, 0.62], [1.84, -0.40, 0.45], [0.58, 0.05, -2.29], [-0.33, 0.46, 0.03], [1.61, 0.64, 0.41]],
  "lumo_ha": 0.0046,
  "e_tot_ha": -956.0739,
  "homo_energy_ev": -8.101,
  "gap_ev": 8.23,
  "charge": 0,
  "relative_energy_kcal_mol": 129.1
}



3.
{
  "formula": "C9H15O2P",
  "method": "ωB97M-V/def2-TZVPD",
  "symbols": ["C", "C", "C", "C", "C", "C", "C", "C", "C", "O", "O", "P", "H", "H", "H", "H", "H", "H", "H", "H", "H", "H", "H", "H", "H", "H", "H"],
  "coordinates": [[-0.481362, -0.684562, 0.066870], [-0.882821, 0.777411, 0.427786], [-2.848569, -1.831197, -0.466161], [-2.824254, -0.764837, 0.558311], [-2.401421, 0.677868, 0.144858], [-1.604194, -1.544125, 0.257546], [-3.259869, 1.894034, 0.726739], [4.487670, -1.233340, 0.582251], [3.172292, 0.402548, -1.777529], [0.651685, -0.934185, -0.235637], [3.278759, 1.391994, 0.905025], [3.185044, 0.110490, 0.118515], [-0.721461, 1.158508, 1.379635], [-0.537046, 1.472068, -0.390787], [-3.298857, -2.721783, -0.205167], [-2.959582, -1.548366, -1.549110], [-3.496626, -0.764191, 1.391848], [-2.421973, 0.801747, -0.901119], [-4.102919, 1.639819, 1.334888], [-3.818934, 2.576747, 0.045211], [-2.556746, 2.378796, 1.454149], [4.578675, -1.995139, -0.262764], [5.291340, -0.747649, 0.913376], [4.034537, -1.665254, 1.415501], [3.141576, -0.604624, -2.085356], [2.194577, 0.988363, -1.940125], [4.200484, 0.768859, -1.908758]],
  "forces_ev_per_angstrom": [[1.16, 2.13, 1.10], [-1.88, -0.42, -3.66], [0.93, 1.48, -2.70], [0.19, 1.92, 0.17], [-1.38, 1.08, 1.12], [-1.12, -0.42, 0.66], [1.05, -0.30, 0.60], [-3.75, -0.75, -3.64], [-0.52, 0.63, 2.91], [0.59, -1.14, -0.90], [0.32, -0.60, -0.31], [0.16, 0.16, -0.18], [0.92, 0.27, 1.85], [0.49, -0.62, 1.27], [-1.12, -1.75, 0.53], [0.25, -0.41, 1.08], [-0.03, -0.60, 0.58], [-0.58, -0.39, -1.53], [-0.40, -1.08, 0.67], [1.43, -0.27, -0.12], [-0.85, 0.39, -0.91], [0.23, 1.16, 1.23], [3.75, 1.73, 0.78], [-0.78, -1.08, 1.33], [-0.40, -1.11, -1.04], [2.09, -0.67, -0.22], [-0.75, 0.68, -0.67]],
  "lumo_ha": [0.0093, -0.0451],
  "e_tot_ha": -843.5600,
  "homo_energy_ev": [-9.163, -6.887],
  "gap_ev": [9.42, 5.66],
  "charge": 0,
  "relative_energy_kcal_mol": 100.7
}



4.
{
  "formula": "C9H15O2Rh",
  "method": "ωB97M-V/def2-TZVPD",
  "symbols": ["Rh", "C", "C", "C", "C", "C", "H", "H", "H", "H", "H", "C", "O", "C", "C", "O", "C", "H", "H", "H", "H", "H", "H", "H", "H", "H", "H"],
  "coordinates": [[0.396063, 0.684496, -0.680256], [2.046863, 0.507996, 1.328444], [2.638163, 1.090696, 0.175944], [1.900763, 2.265796, -0.159256], [0.861163, 2.415996, 0.821444], [0.947963, 1.319296, 1.722644], [2.417663, -0.349404, 1.865144], [3.562163, 0.777996, -0.288056], [2.203963, 3.016596, -0.876856], [0.223863, 3.282596, 0.930744], [0.358763, 1.181296, 2.615244], [-2.662337, 1.203196, 0.243444], [-1.775937, 0.266696, -0.339856], [-2.032837, -1.101404, -0.038056], [-1.070337, -1.958604, -0.849956], [0.267863, -1.614704, -0.481756], [1.265263, -2.321504, -1.206456], [-3.704437, 0.963696, -0.004056], [-2.421737, 2.188496, -0.162156], [-2.580137, 1.213296, 1.337644], [-3.069437, -1.359504, -0.297556], [-1.885837, -1.281104, 1.037644], [-1.226937, -1.802604, -1.929356], [-1.243137, -3.020704, -0.620956], [1.118763, -3.400904, -1.073456], [2.235563, -2.052604, -0.784356], [1.228263, -2.115104, -2.285956]],
  "forces_ev_per_angstrom": [[-0.83, -0.70, -0.15], [0.31, 0.18, -0.14], [0.07, -0.05, 0.30], [0.21, 0.21, 0.43], [0.15, 0.00, 0.22], [0.10, 0.40, 0.00], [-0.05, -0.20, -0.05], [-0.09, -0.14, -0.16], [-0.13, -0.09, -0.16], [-0.13, -0.10, -0.10], [-0.19, -0.08, -0.04], [-1.00, 0.79, 0.55], [1.30, 0.00, -0.55], [0.06, -1.08, 0.22], [-0.88, -0.21, -0.01], [-0.09, 1.38, 0.22], [0.61, -0.93, -0.46], [0.29, -0.04, -0.13], [-0.04, -0.17, 0.05], [0.15, -0.07, -0.18], [0.25, 0.14, -0.01], [-0.05, 0.12, -0.20], [0.10, -0.02, 0.20], [0.03, 0.27, -0.06], [0.02, 0.22, 0.05], [-0.15, 0.01, -0.11], [-0.03, 0.14, 0.26]],
  "s2": 6.011,
  "lumo_ha": [-0.2748, -0.3953],
  "e_tot_ha": -612.1614,
  "homo_energy_ev": [-17.254, -18.415],
  "multiplicity": 5,
  "gap_ev": [9.78, 7.66],
  "charge": 2
}